1.
Formula: C27H33Ge2N5O3PtS
Source: the Open Molecules 2025 dataset
Level of theory: ωB97M-V with the def2-TZVPD basis set

Positions of all 72 atoms, in Å:
H 0.040 -2.189 3.412
H -0.479 4.188 4.425
Ge 0.481 -2.215 -1.788
C 3.515 1.871 -1.839
C -4.410 -2.715 1.715
N 0.628 3.320 0.993
C -2.375 -1.549 2.253
H -2.067 2.246 -3.355
H -2.762 0.631 -3.281
N -0.692 1.207 -1.353
C 2.039 3.589 -0.887
S 0.569 1.171 2.817
H 2.905 -1.663 0.254
C -0.855 -1.813 -3.165
C -2.659 1.572 -2.738
H -0.684 -2.498 -3.998
H -3.647 1.995 -2.586
C 3.676 -2.331 2.129
C 1.246 4.115 0.141
H -4.673 1.051 -0.896
Ge -0.048 -1.332 0.446
H 1.836 -2.881 4.914
N -1.895 1.295 0.905
H -1.819 -0.934 2.952
O 1.997 1.223 -0.227
C -2.620 -2.612 0.119
C 1.334 -1.867 1.713
H 4.025 4.865 -3.357
H -0.380 -4.508 -1.057
C 2.657 -1.935 1.275
H -5.401 -3.047 1.995
C 2.184 -1.634 -2.583
H -1.884 -1.936 -2.831
N 0.265 3.806 2.153
C 3.384 -2.669 3.442
C -3.895 -3.034 0.467
N -0.315 3.207 4.260
H 1.349 -4.366 -0.723
O 0.039 1.385 -2.509
C 2.072 -2.610 3.893
C 1.056 -2.211 3.037
H 2.310 5.550 -1.740
C 2.463 2.197 -0.936
H 4.174 -2.981 4.112
H 4.828 2.508 -3.369
C -1.839 -1.865 1.004
H -4.409 0.583 0.791
O -2.362 1.412 2.047
H 0.860 0.894 -2.346
H 0.790 -4.663 -2.378
H -4.495 2.286 0.369
Pt 0.067 1.196 0.529
H -0.716 -0.800 -3.534
H 4.695 -2.376 1.768
C -4.148 1.310 0.021
C 0.568 -4.138 -1.448
H 2.190 -0.581 -2.867
C 0.101 2.811 3.069
C 4.043 2.800 -2.682
C 3.592 4.147 -2.677
H -0.493 2.539 4.990
H 3.053 -1.818 -1.953
H 2.308 -2.210 -3.503
H -4.048 -1.715 3.578
C -1.977 1.341 -1.433
H -4.482 -3.616 -0.233
H -2.231 -2.884 -0.854
C -3.648 -1.972 2.605
H 1.238 5.187 0.328
C 2.638 4.520 -1.790
H 3.864 0.848 -1.832
C -2.671 1.304 -0.172

The energy above the lowest of the compared OMol25 structures with the same formula, charge and spin comes out at 16.8 kcal per mole. The spin multiplicity is 2. As for the charge: +1. The value obtained for the largest force on an atom is 0.19 eV/Å. Its expectation value of S² is 0.79.

***

2.
Formula: C27H33N2O2
Source: the Open Molecules 2025 dataset
Level of theory: ωB97M-V with the def2-TZVPD basis set

Positions of all 64 atoms, in Å:
H -0.697 2.294 -0.522
C 0.496 1.010 -5.618
C 2.496 5.122 5.564
C 0.339 1.996 -0.356
H -0.022 -3.256 2.285
H 3.262 3.223 2.868
C 1.858 2.685 4.406
C -4.255 -1.081 0.915
H 1.805 0.734 -1.391
C 0.722 0.926 -1.376
C 3.100 4.744 4.373
H -4.067 -3.599 -1.304
H 1.992 -0.067 0.815
C -6.413 -1.906 0.453
H 3.297 -2.019 0.263
H 1.106 4.579 7.105
H -6.045 -0.310 1.822
C -5.848 -2.826 -0.402
H 3.356 -3.743 0.516
C 0.139 -0.908 0.008
C -3.681 -1.980 0.039
H 2.332 0.592 -8.430
C -2.191 -2.026 -0.245
C -5.609 -1.030 1.139
H -0.466 1.472 1.501
H 0.165 -0.497 -4.123
C 2.784 3.522 3.795
C 1.250 3.065 5.594
H -1.276 -1.371 1.649
H 1.290 -4.477 1.996
C 0.588 -3.774 1.540
C -1.294 -1.099 0.587
H 0.497 1.352 -2.360
H 1.069 1.987 1.568
C 2.886 -2.822 0.883
C 1.859 0.355 -7.486
H -1.775 -0.107 0.556
C 0.922 -0.019 1.026
H 1.000 2.306 -7.253
H -0.056 -4.381 0.894
C 0.642 -0.257 -5.067
N 0.849 -2.110 -0.283
H -7.492 -1.898 0.568
H 3.120 -2.636 1.935
O -0.053 -0.231 -1.252
H -3.602 -0.392 1.445
H 0.809 -0.399 2.046
H 2.585 -1.663 -7.454
H 3.818 5.399 3.897
C 1.397 -1.218 -5.725
H 1.610 1.728 3.955
C 1.573 4.283 6.175
O -1.786 -2.757 -1.123
H -6.509 -3.506 -0.932
C -4.497 -2.878 -0.619
H 0.526 2.414 6.067
H -0.096 1.760 -5.106
H 2.745 6.072 6.017
C 1.108 1.317 -6.826
H 1.512 -2.204 -5.295
C 1.381 -2.820 0.641
C 2.001 -0.913 -6.937
N 0.436 1.387 1.030
H 1.006 2.854 -0.455

The energy above the lowest of the compared OMol25 structures with the same formula, charge and spin comes out at 72.7 kcal per mole. As for the charge: +1. The value obtained for the largest force on an atom is 3.34 eV/Å.

***

3.
Formula: C27H34AuN3PSb
Source: the Open Molecules 2025 dataset
Level of theory: ωB97M-V with the def2-TZVPD basis set

Positions of all 67 atoms, in Å:
H -1.992 -0.769 1.616
C -3.013 3.713 -2.921
C -1.460 0.656 3.108
H -1.866 -0.613 -3.930
H 4.337 -3.481 0.553
H 5.463 -2.444 3.807
C -0.845 1.872 3.364
N 4.827 -1.951 1.877
C -2.170 4.185 -3.912
C -4.815 -2.242 -2.106
N 3.206 -0.402 2.798
H -0.833 2.277 4.364
C -0.980 3.529 -4.179
C 0.478 2.830 -0.039
H -3.873 -0.461 0.493
H 1.426 -3.278 3.333
Sb -1.160 0.189 -1.271
H 2.648 -4.333 2.622
C -3.653 -1.760 -4.145
H -5.007 -1.812 0.435
H 1.305 1.624 -2.870
C 2.382 -3.287 2.802
C -1.519 0.181 1.809
C 3.093 -1.348 4.000
C 4.038 -2.452 0.772
C -2.813 -0.962 -2.035
C -0.265 2.083 1.022
H -3.561 -1.837 -5.217
H -5.644 -2.711 -1.596
H -3.291 -2.145 0.611
H 0.491 0.689 -4.141
C 0.687 1.697 -3.768
P 2.189 -2.453 1.122
C -3.869 -1.551 -1.353
H 0.909 2.144 -0.770
H 3.797 -0.993 4.759
H 2.071 -1.278 4.384
C 4.594 -0.595 2.176
H 2.274 0.001 0.957
H -2.440 5.059 -4.482
C -0.234 2.561 2.330
H 3.111 0.563 3.127
H -0.184 3.520 -0.561
C 4.729 -2.778 3.069
H 1.251 2.237 -4.524
H 1.280 3.417 0.402
H 0.263 3.502 2.526
C -4.722 -2.342 -3.482
H 5.328 -0.233 2.900
C 2.155 -0.686 1.802
H -3.943 4.216 -2.710
H -5.480 -2.871 -4.039
H 1.171 -0.499 2.243
H 4.240 -1.853 -0.120
H 4.943 -3.817 2.820
Au 0.886 -1.300 -1.581
C -0.966 0.904 0.762
H -0.332 3.893 -4.962
C -4.016 -1.482 0.134
H -3.319 2.203 -1.433
N 3.394 -2.675 3.632
H 4.644 0.016 1.271
C -1.461 1.940 -2.474
H -1.920 0.092 3.906
C -2.702 -1.074 -3.416
C -0.602 2.398 -3.465
C -2.660 2.584 -2.205

The energy above the lowest of the compared OMol25 structures with the same formula, charge and spin comes out at 3.8 kcal per mole. As for the charge: +2. The value obtained for the largest force on an atom is 1.10 eV/Å.

***

4.
Formula: C27H34AuN4O5S
Source: the Open Molecules 2025 dataset
Level of theory: ωB97M-V with the def2-TZVPD basis set

Positions of all 72 atoms, in Å:
C -2.474 3.781 -5.049
H -1.285 -5.531 -0.088
C 1.762 -4.172 0.470
H 2.301 -6.191 0.906
S -2.587 -0.971 -0.034
C -1.754 -4.738 -0.666
N -1.047 1.634 -0.756
H 0.212 2.046 1.576
H 4.130 0.151 0.255
C -1.741 2.694 -2.914
H 3.085 0.533 1.642
H -3.487 4.001 -4.697
C -0.993 0.387 -4.258
C -0.269 2.946 1.184
C 1.093 -2.768 2.290
H -2.190 -5.964 -2.381
H 1.228 -2.138 0.233
O 0.914 -1.304 4.112
C 2.342 1.247 -0.249
C 1.715 -5.078 2.663
O 2.703 -5.283 -1.338
H -3.346 1.497 0.650
H -2.720 -3.806 -4.698
N -1.806 -3.544 -0.082
H 1.997 1.979 -2.241
C -1.891 2.603 -4.299
C -0.848 0.491 -2.891
C 1.305 -3.841 3.148
Au -0.357 -0.167 0.069
C -2.400 -2.564 -0.780
H -1.873 4.684 -4.897
C -2.115 3.875 -0.174
C 0.643 -1.443 2.920
H -1.179 -1.730 -4.595
H 1.857 -5.910 3.343
H -2.013 3.627 -2.458
C 2.848 1.774 -1.585
H 3.429 2.694 -1.451
C -2.872 -3.922 -2.569
O 1.553 0.104 -0.469
H -1.658 1.387 -6.054
C -2.268 -4.988 -1.922
N -2.939 -2.714 -1.999
C -1.484 2.574 0.323
H -0.430 -0.356 -2.352
H 0.470 -1.123 -4.729
C -0.575 -0.889 -4.949
H -3.032 3.694 -0.735
C -1.227 1.628 -2.136
H -2.931 2.644 1.946
H 0.455 3.513 0.591
H 1.146 -3.680 4.205
O -0.017 -0.581 2.218
H -1.420 4.462 -0.778
C 1.329 -2.950 0.937
O 1.574 -3.491 -1.730
C 1.956 -5.251 1.310
H -0.579 3.558 2.039
C -1.528 1.453 -4.976
H 1.761 2.049 0.209
H -3.830 -5.067 -4.129
H 3.484 1.020 -2.064
H -4.287 -3.340 -4.044
N 2.032 -4.326 -0.975
H -2.370 4.464 0.709
H -0.693 -0.809 -6.030
C -3.470 -4.053 -3.941
H -2.523 3.578 -6.122
C 3.488 0.920 0.702
H 4.093 1.808 0.912
C -2.525 1.907 1.245
H -2.075 1.098 1.827

The energy above the lowest of the compared OMol25 structures with the same formula, charge and spin comes out at 49.5 kcal per mole. As for the charge: -1. The value obtained for the largest force on an atom is 1.27 eV/Å.

***

5.
Formula: C27H34BrMgN3O3S2Si
Source: the Open Molecules 2025 dataset
Level of theory: ωB97M-V with the def2-TZVPD basis set

Positions of all 72 atoms, in Å:
C 1.824 4.603 1.890
H 1.371 5.542 1.601
H 3.031 5.567 3.378
H 3.522 1.321 2.978
H -4.325 2.761 1.891
O 1.771 1.044 1.184
Si -3.303 1.519 -0.067
C 2.258 -2.724 -0.139
H 1.971 1.191 -4.563
C -0.216 -0.910 3.095
C -4.956 0.569 -0.236
C -3.694 3.035 1.041
Mg 0.254 0.345 0.097
H 0.487 -0.278 -5.936
H -0.891 -1.724 4.972
N -0.184 0.246 -2.152
H -1.896 2.429 -1.900
N -1.953 0.687 0.518
H -3.210 1.455 -2.571
N -0.531 -0.301 1.961
H 1.918 -4.010 1.557
C -2.842 -0.299 2.597
C 1.443 3.412 1.240
C 3.400 -2.082 -0.459
S 3.527 -0.539 -1.263
C 0.860 0.838 -2.760
C -0.771 -0.760 -4.253
H 5.741 2.722 5.396
C 0.481 3.372 0.175
H -1.265 4.559 -0.062
H -4.780 -0.394 -0.719
H 4.347 1.653 5.108
C -2.956 2.189 -1.804
H -5.655 1.128 -0.865
C 2.752 4.640 2.894
H 0.202 5.558 0.061
H 4.802 -2.961 0.965
O 4.290 3.571 4.303
C 4.754 -2.676 -0.092
C 2.062 2.167 1.657
H 1.346 1.615 -2.196
Br -2.374 -1.471 -2.069
H 5.507 1.966 3.800
H 1.736 -0.336 3.735
H -3.871 -0.071 2.350
H 1.711 -1.448 2.368
O 0.165 2.334 -0.418
H 1.353 -2.045 4.022
H -0.147 4.630 -1.417
H 1.678 -4.780 -0.008
C -0.210 4.632 -0.328
H 5.522 -1.929 -0.281
H -3.282 -1.224 4.473
H -2.759 3.435 1.441
C 3.373 3.437 3.293
S 0.592 -2.206 -0.416
C 4.999 2.410 4.662
H 4.991 -3.562 -0.695
C 3.053 2.254 2.696
C 1.116 0.688 -4.132
C 0.306 -0.127 -4.878
C -1.174 -1.240 4.046
C -0.924 -0.552 -2.898
C -1.809 0.047 1.672
C 2.313 -4.077 0.538
C 1.237 -1.216 3.322
H -5.453 0.380 0.720
H 3.329 -4.482 0.582
C -2.510 -0.939 3.764
H -1.460 -1.383 -4.803
H -3.539 3.093 -2.009
H -4.199 3.838 0.497

The energy above the lowest of the compared OMol25 structures with the same formula, charge and spin comes out at 26.5 kcal per mole. As for the charge: -2. The value obtained for the largest force on an atom is 1.28 eV/Å.

***

6.
Formula: C27H34FeGeN10OS
Source: the Open Molecules 2025 dataset
Level of theory: ωB97M-V with the def2-TZVPD basis set

Positions of all 75 atoms, in Å:
H 4.622 2.667 -0.576
C 1.504 -5.141 0.390
H 1.810 -6.165 0.544
H 3.857 -5.226 1.668
H -5.495 2.628 1.458
C 4.420 -0.469 -1.794
N -4.105 -1.904 -0.658
C 3.246 -4.391 1.986
H -1.478 2.249 4.181
C -4.695 2.816 -1.839
H -5.466 3.560 -1.662
N 0.240 2.672 1.552
C 4.988 0.766 -1.489
H -4.880 -1.132 -2.447
Fe 0.250 -0.267 0.436
N 0.938 1.907 0.701
H 3.628 -0.137 5.660
H -0.022 -5.623 -1.041
C 0.154 -3.512 -0.709
C -4.568 2.075 1.348
H -0.057 -1.843 5.206
N 0.762 -2.514 -0.068
O -3.119 0.092 -0.929
N 3.638 -1.753 4.414
C -4.122 -3.185 -0.119
C 1.518 -2.752 4.037
H -3.314 5.173 0.354
H -5.970 -2.185 -1.520
N -2.061 -1.430 0.417
H -5.642 -0.524 -0.970
H -3.162 -4.526 1.222
C 2.095 2.291 0.263
H -4.952 -3.812 -0.388
C 2.134 -4.107 1.100
H -5.185 1.876 -2.067
H -4.133 3.122 -2.716
N -1.208 -2.869 2.047
C 0.491 -4.843 -0.498
H -3.984 2.208 2.255
H -1.441 -3.582 2.720
C 3.113 -0.711 -1.410
C -2.592 4.404 0.099
H 2.656 -1.663 -1.640
C -0.396 2.045 2.488
Ge -3.538 2.700 -0.233
C -3.045 -1.096 -0.369
H 2.505 3.257 0.536
S -0.233 0.316 2.750
C -2.247 1.146 -0.500
C 2.894 1.378 -0.487
C 1.704 -2.808 0.821
C -5.211 -1.409 -1.445
H 6.011 0.977 -1.757
H 4.564 -3.980 3.546
H 0.915 -3.514 3.570
C 4.216 1.702 -0.841
C 3.625 -3.719 3.081
H -4.817 1.020 1.260
H 4.981 -1.222 -2.321
N 2.357 0.161 -0.757
C 3.016 -0.902 5.202
H -1.797 0.896 0.468
C -2.134 -2.640 1.078
C 2.900 -2.695 3.820
H 2.175 -1.958 1.307
H -1.181 3.706 3.335
N -1.240 2.701 3.313
C 0.990 -1.834 4.930
H -1.881 4.308 0.911
H -0.753 -2.043 2.413
H -0.617 -3.233 -1.416
N 1.732 -0.905 5.514
H -2.055 4.727 -0.786
C -3.139 -3.556 0.759
H -1.461 1.288 -1.251

The energy above the lowest of the compared OMol25 structures with the same formula, charge and spin comes out at 89.2 kcal per mole. The spin multiplicity is 2. As for the charge: +1. The value obtained for the largest force on an atom is 2.39 eV/Å. Its expectation value of S² is 0.76.

***

7.
Formula: C27H34FeN
Source: the Open Molecules 2025 dataset
Level of theory: ωB97M-V with the def2-TZVPD basis set

Positions of all 63 atoms, in Å:
C 1.034 3.329 -0.815
H -2.285 -4.915 0.587
H -2.179 -2.603 -0.303
H 2.597 1.551 -2.545
C -0.586 0.271 -2.246
H 5.275 -1.250 -0.078
H -3.574 0.794 -1.811
C -1.722 2.597 0.473
H 2.697 -1.690 2.061
C -0.571 -3.772 -1.160
H -0.031 -1.530 -3.296
C 4.856 0.796 0.475
H 1.548 0.453 4.324
H -2.206 -3.741 1.901
N 2.326 0.590 0.011
C 0.944 -2.294 1.002
H -3.043 -0.861 -1.532
H -1.770 -1.238 -3.231
C 5.357 2.021 0.923
H 1.987 0.096 -3.346
C 1.087 -0.310 2.389
H 7.124 3.067 1.522
H 2.937 0.390 3.240
C -0.418 -2.048 0.716
H -2.204 3.456 -0.002
H 7.699 -1.023 0.385
C 1.733 1.109 -3.033
C 5.683 -0.311 0.275
H 0.134 -4.532 -0.818
C -2.949 0.161 -1.174
C 0.234 2.114 -1.146
H 1.417 -3.180 0.596
C -0.247 -0.034 2.085
C 1.868 0.595 3.290
C 7.542 1.032 0.977
C 7.036 -0.183 0.532
H 1.542 3.701 -1.704
C -1.655 -4.160 1.058
H -2.503 2.026 0.973
H 4.700 2.867 1.078
H 1.532 1.686 -3.939
H 8.602 1.126 1.175
H 1.798 3.127 -0.063
H 1.703 1.644 3.040
H -0.736 -0.276 -4.284
H -0.725 0.829 2.535
H -0.019 -3.080 -1.792
C -0.799 -0.759 -3.305
H -2.069 -0.778 1.148
C -1.550 0.669 -1.266
C -1.259 -3.095 0.024
C 6.713 2.130 1.174
Fe 0.293 0.116 -0.245
C 3.454 0.677 0.217
H -1.305 -4.283 -1.784
C 0.533 1.127 -2.151
H 0.393 4.118 -0.428
C 1.659 -1.467 1.846
C -1.022 1.794 -0.569
H -1.035 2.986 1.223
H -0.766 -4.662 1.446
H -3.365 0.227 -0.171
C -1.003 -0.906 1.280

The total energy is -64413.6428 eV. The spin multiplicity is 2. As for the charge: +2. The value obtained for the largest force on an atom is 1.07 eV/Å. Its expectation value of S² is 1.10.